# 1
Entry from the OMol25 dataset: 2 unconnected molecules or ions with the total composition C4H12S (the ωB97M-V functional and the def2-TZVPD basis).

## Properties
* E_LUMO: 0.0344 Eh
* net charge: 0
* E_HOMO: -8.9889 eV
* gap between HOMO and LUMO: 9.924 eV
* structure (SMILES): CCC.CS
* relative energy (zero: lowest compared OMol25 entry of this formula, charge and spin): 0.277 eV

XYZ file:
```
17
Properties=species:S:1:pos:R:3:forces:R:3:lowdin_charge:R:1
C -3.586 0.342 1.052 -0.404 -0.783 -0.729 -0.491
S -2.303 -0.928 1.160 0.281 -0.115 0.252 0.623
H -3.575 0.801 2.032 -0.197 0.441 -0.147 0.017
H -3.444 1.003 0.202 0.467 0.448 0.389 0.027
H -4.546 -0.127 0.835 -0.082 -0.038 0.457 0.019
H -2.072 -1.147 -0.133 -0.101 0.063 -0.207 -0.163
C 1.809 0.974 -1.302 -0.755 0.713 0.034 -0.143
C 2.260 0.160 -0.101 -0.081 -0.554 -0.892 -0.310
C 1.390 -1.104 0.073 0.649 0.430 1.243 -0.125
H 1.802 0.408 -2.234 0.400 -0.054 -0.026 0.068
H 2.373 1.902 -1.406 0.284 -0.170 -0.223 0.064
H 0.771 1.324 -1.203 0.030 -0.210 0.259 0.070
H 2.234 0.792 0.781 0.017 -0.069 0.223 0.095
H 3.297 -0.139 -0.270 0.055 0.083 0.111 0.093
H 0.679 -0.900 0.875 -0.527 -0.096 -0.494 0.029
H 0.931 -1.442 -0.850 -0.197 0.072 -0.035 0.065
H 1.981 -1.920 0.489 0.163 -0.161 -0.215 0.062
```
Forces are in eV/Å.

# 2
Entry from the OMol25 dataset: 2 unconnected molecules or ions with the total composition C4H12S (the ωB97M-V functional and the def2-TZVPD basis).

## Properties
* E_LUMO: 0.0359 Eh
* net charge: 0
* E_HOMO: -8.5562 eV
* gap between HOMO and LUMO: 9.532 eV
* structure (SMILES): CSC.CC
* relative energy (zero: lowest compared OMol25 entry of this formula, charge and spin): 1.632 eV

XYZ file:
```
17
Properties=species:S:1:pos:R:3:forces:R:3:lowdin_charge:R:1
C 2.230 0.675 -0.614 -2.689 1.062 -0.891 -0.220
C 2.872 -0.663 -0.846 2.090 -1.243 -0.770 -0.191
H 1.110 0.620 -0.395 1.418 -0.373 -0.206 0.021
H 2.622 1.196 0.199 0.879 0.734 1.550 0.027
H 2.232 1.446 -1.417 0.500 -0.879 -0.009 0.073
H 3.241 -0.772 -1.979 -0.022 0.250 2.754 0.103
H 2.130 -1.434 -0.804 -0.595 -0.498 0.181 0.017
H 3.648 -0.989 0.039 -1.479 1.013 -2.658 0.117
C -2.100 0.270 -0.934 2.903 -0.440 -0.513 -0.396
C -0.900 0.694 1.731 3.440 -2.975 -0.165 -0.360
S -1.143 -0.618 0.364 -0.156 1.141 0.148 0.710
H -1.721 0.339 -1.971 0.462 -0.405 0.714 0.055
H -3.030 -0.114 -0.976 -3.102 -1.604 -0.152 -0.026
H -2.221 1.232 -0.598 -0.125 2.460 0.778 -0.008
H -0.984 0.004 2.616 -0.177 1.139 -0.562 0.023
H -1.593 1.484 1.727 -0.861 0.883 -0.066 0.001
H 0.236 1.021 1.715 -2.486 -0.264 -0.133 0.055
```
Forces are in eV/Å.

# 3
Entry from the OMol25 dataset: 2 unconnected molecules or ions with the total composition C4H12S (the ωB97M-V functional and the def2-TZVPD basis).

## Properties
* E_LUMO: 0.0339 Eh
* net charge: 0
* E_HOMO: -9.0479 eV
* gap between HOMO and LUMO: 9.972 eV
* structure (SMILES): CCC.CS
* relative energy (zero: lowest compared OMol25 entry of this formula, charge and spin): 1.402 eV

XYZ file:
```
17
Properties=species:S:1:pos:R:3:forces:R:3:lowdin_charge:R:1
C 4.807 -0.514 -3.428 0.622 1.908 -1.391 -0.533
S 6.021 -1.650 -2.693 -0.795 0.149 -0.816 0.611
H 4.291 0.098 -2.716 -0.579 -0.179 0.600 0.009
H 5.348 0.259 -4.033 0.003 -0.558 0.578 0.034
H 4.147 -0.918 -4.208 -0.104 -0.516 0.878 0.033
H 6.088 -2.055 -3.963 0.852 -0.805 0.152 -0.154
C -3.417 -0.647 1.798 0.687 0.671 -1.710 -0.120
C -3.169 0.824 2.203 -0.462 -3.494 -0.852 -0.326
C -1.869 1.294 1.729 2.726 1.282 1.761 -0.139
H -3.337 -0.732 0.704 -0.673 -0.226 0.186 0.078
H -4.308 -0.959 2.229 -2.479 -0.373 -0.067 0.038
H -2.829 -1.468 2.162 1.575 0.285 0.575 0.062
H -3.386 0.724 3.207 0.834 0.604 2.842 0.074
H -4.024 1.382 1.935 -0.717 0.924 -1.221 0.093
H -0.974 0.658 1.984 -1.211 -0.325 -0.713 0.093
H -1.838 1.594 0.686 0.017 0.013 -0.001 0.075
H -1.550 2.108 2.403 -0.296 0.639 -0.800 0.072
```
Forces are in eV/Å.

# 4
Entry from the OMol25 dataset: 2 unconnected molecules or ions with the total composition C4H12S (the ωB97M-V functional and the def2-TZVPD basis).

## Properties
* E_LUMO (alpha / beta): -0.1351 / -0.3185 Eh
* net charge: +1
* 2S+1: 2
* E_HOMO (alpha / beta): -14.4892 / -14.4890 eV
* gap between HOMO and LUMO (alpha / beta): 10.814 / 5.823 eV
* relative energy (zero: lowest compared OMol25 entry of this formula, charge and spin): 1.916 eV

XYZ file:
```
17
Properties=species:S:1:pos:R:3:forces:R:3:lowdin_spin:R:1
C 1.470 1.991 -0.715 3.634 -1.359 -1.079 0.081
C -0.989 2.022 0.558 -1.437 -0.372 1.671 0.087
S -0.292 2.139 -1.082 1.298 -0.160 1.258 0.733
H 1.899 1.184 0.064 -1.799 1.884 -1.401 0.011
H 2.219 1.806 -1.660 -2.603 0.136 1.639 0.003
H 1.865 3.002 -0.477 -0.619 -0.268 0.515 0.032
H -2.117 2.077 0.483 1.197 -0.356 -0.369 -0.001
H -0.805 2.834 1.355 0.613 -0.917 -1.550 0.026
H -0.693 1.005 1.002 -0.297 1.410 -0.642 0.024
C 0.075 -1.714 0.494 1.397 -4.051 -1.022 0.001
C -0.602 -2.825 -0.343 -0.677 1.556 -2.341 0.000
H -0.561 -1.752 1.265 -1.455 0.242 4.101 0.000
H 1.149 -1.820 0.718 -0.673 -0.241 0.008 0.000
H -0.137 -0.847 0.081 -0.442 4.442 -2.416 0.001
H -0.764 -3.680 0.290 0.492 -0.766 -0.455 0.000
H -0.042 -2.889 -1.318 -0.466 -1.060 1.090 0.000
H -1.675 -2.534 -0.715 1.838 -0.122 0.993 0.000
```
Forces are in eV/Å.

# 5
Entry from the OMol25 dataset: 2 unconnected molecules or ions with the total composition C4H12S (the ωB97M-V functional and the def2-TZVPD basis).

## Properties
* E_LUMO (alpha / beta): -0.1518 / -0.3363 Eh
* net charge: +1
* 2S+1: 2
* E_HOMO (alpha / beta): -14.6405 / -14.6395 eV
* gap between HOMO and LUMO (alpha / beta): 10.509 / 5.487 eV
* relative energy (zero: lowest compared OMol25 entry of this formula, charge and spin): 1.647 eV

XYZ file:
```
17
Properties=species:S:1:pos:R:3:forces:R:3:lowdin_spin:R:1
C -2.961 0.623 1.135 1.174 0.364 0.717 0.000
C -1.671 -0.241 1.467 -1.026 1.536 2.143 0.001
H -3.152 1.570 1.766 0.445 -1.796 -0.752 0.000
H -3.807 -0.026 1.091 -0.822 -0.204 0.405 0.000
H -2.813 0.934 0.122 -0.106 0.574 -0.782 0.000
H -1.674 -0.438 2.664 0.235 -0.298 -3.158 0.000
H -1.623 -1.089 0.737 0.028 0.385 1.231 0.000
H -0.841 0.468 1.286 0.127 -0.553 0.137 0.000
C 2.641 -0.783 -0.744 2.619 3.435 -1.346 0.054
C 1.397 -0.381 -1.435 -2.876 0.229 -0.068 0.074
S 1.175 1.357 -1.060 -0.444 0.096 0.186 0.812
H 2.980 -0.323 0.169 -0.962 0.421 0.910 0.005
H 3.454 -0.382 -1.390 -0.098 -1.029 0.077 0.000
H 2.692 -1.776 -0.588 0.244 -3.540 0.171 0.008
H 1.427 -0.401 -2.553 0.080 -0.435 0.837 0.021
H 0.453 -0.895 -1.044 1.208 0.738 -0.639 -0.001
H 2.321 1.783 -1.622 0.174 0.076 -0.069 0.026
```
Forces are in eV/Å.

# 6
Entry from the OMol25 dataset: 2 unconnected molecules or ions with the total composition C4H12S2 (the ωB97M-V functional and the def2-TZVPD basis).

## Properties
* E_LUMO: 0.0339 Eh
* net charge: 0
* E_HOMO: -8.3696 eV
* gap between HOMO and LUMO: 9.293 eV
* structure (SMILES): CSC.CSC
* relative energy (zero: lowest compared OMol25 entry of this formula, charge and spin): 0.857 eV

XYZ file:
```
18
Properties=species:S:1:pos:R:3:forces:R:3:lowdin_charge:R:1
C -1.979 -2.994 -0.760 0.030 1.009 2.126 -0.412
S -1.010 -1.450 -0.552 -0.603 -0.420 0.002 0.713
C -2.318 -0.541 0.364 0.986 0.784 -0.838 -0.395
H -2.836 -2.773 -1.378 -0.169 -0.357 -0.250 0.026
H -2.290 -3.179 0.315 0.070 -0.358 -1.438 0.040
H -1.345 -3.792 -1.100 0.083 -0.244 -0.323 0.019
H -1.729 0.141 1.012 -0.828 -0.550 0.081 0.031
H -2.872 0.099 -0.346 0.024 -0.443 0.396 0.035
H -2.977 -1.270 0.846 0.270 0.487 0.260 0.027
C 2.476 2.945 0.830 -0.455 -0.198 -0.709 -0.436
S 1.347 2.278 -0.454 0.382 -0.819 0.552 0.681
C 1.855 0.481 -0.458 -0.206 2.182 0.092 -0.406
H 2.345 2.571 1.862 0.023 -0.176 -0.678 0.041
H 2.126 3.973 0.810 0.573 0.365 0.231 0.005
H 3.502 2.831 0.443 -0.330 0.276 0.531 0.033
H 1.091 0.033 -1.060 -0.258 -0.602 -0.057 -0.066
H 2.812 0.423 -0.978 0.064 -0.326 0.521 0.030
H 1.803 0.223 0.604 0.343 -0.611 -0.499 0.032
```
Forces are in eV/Å.

# 7
Entry from the OMol25 dataset: 2 unconnected molecules or ions with the total composition C4H12S2 (the ωB97M-V functional and the def2-TZVPD basis).

## Properties
* E_LUMO: 0.0271 Eh
* net charge: 0
* E_HOMO: -8.5152 eV
* gap between HOMO and LUMO: 9.252 eV
* structure (SMILES): CCS.CSC
* relative energy (zero: lowest compared OMol25 entry of this formula, charge and spin): 0.634 eV

XYZ file:
```
18
Properties=species:S:1:pos:R:3:forces:R:3:lowdin_charge:R:1
C 1.909 -2.174 -0.406 -0.458 -0.015 0.171 -0.173
C 1.519 -1.058 0.556 0.204 0.823 0.641 -0.604
S 3.011 -0.278 1.326 -0.104 -0.170 -0.125 0.671
H 1.722 -1.883 -1.440 0.317 -0.002 0.016 0.070
H 2.949 -2.442 -0.248 0.081 -0.041 -0.271 0.049
H 1.312 -3.064 -0.213 -0.059 -0.067 -0.006 0.066
H 0.890 -1.374 1.386 0.050 -0.343 -0.082 0.053
H 0.988 -0.219 0.110 -0.002 -0.230 -0.370 0.033
H 2.652 0.997 1.156 -0.021 0.051 0.007 -0.168
C -2.194 0.701 0.777 -1.121 0.211 -0.398 -0.406
S -2.798 1.402 -0.795 0.258 -0.240 -0.006 0.722
C -1.655 0.632 -1.975 -0.082 0.204 -0.285 -0.440
H -2.898 -0.086 1.041 0.412 -0.354 0.102 0.025
H -1.172 0.364 0.692 0.134 -0.039 0.125 0.004
H -2.323 1.475 1.520 0.349 0.201 0.242 0.020
H -2.183 0.521 -2.925 0.003 -0.137 0.159 0.024
H -1.266 -0.343 -1.658 -0.270 0.217 0.046 0.034
H -0.838 1.320 -2.158 0.311 -0.069 0.035 0.020
```
Forces are in eV/Å.

# 8
Entry from the OMol25 dataset: 2 unconnected molecules or ions with the total composition C4H12S2Si (the ωB97M-V functional and the def2-TZVPD basis).

## Properties
* E_LUMO: -0.0441 Eh
* net charge: 0
* E_HOMO: -7.8300 eV
* gap between HOMO and LUMO: 6.629 eV
* relative energy (zero: lowest compared OMol25 entry of this formula, charge and spin): 4.081 eV

XYZ file:
```
19
Properties=species:S:1:pos:R:3:forces:R:3:lowdin_charge:R:1
C -2.918 0.146 0.156 -0.275 -2.111 1.712 -0.183
C 2.476 -1.254 0.639 -0.122 -2.520 0.190 -0.154
C -1.701 0.321 -0.773 -0.544 0.098 1.679 -0.396
C 0.937 -1.370 0.456 1.101 0.248 -3.293 -0.386
Si -0.029 0.212 0.095 0.837 1.086 -1.433 0.530
S 0.230 1.433 1.827 0.072 0.293 -0.339 0.453
S 1.351 2.581 -1.923 -0.559 -1.052 0.929 0.008
H -3.911 0.316 -0.395 1.559 0.084 1.060 0.095
H -2.925 -0.984 0.494 -0.289 2.063 -0.485 0.091
H -2.777 0.741 1.141 -0.692 -0.679 -1.787 0.073
H 3.013 -2.200 0.101 -1.247 2.044 1.891 0.126
H 2.836 -0.444 0.080 0.709 1.407 -0.417 0.021
H 2.638 -1.144 1.737 0.659 -0.209 -1.081 0.079
H -1.875 1.232 -1.252 0.683 2.410 -0.168 0.041
H -1.870 -0.213 -1.652 0.400 -2.101 -1.231 0.051
H 0.456 -1.657 1.321 -0.995 -1.005 2.198 0.024
H 0.840 -2.178 -0.290 -0.791 0.496 0.167 0.077
H 1.096 2.273 1.192 -0.311 -0.282 0.065 -0.182
H 2.132 2.188 -2.953 -0.195 -0.269 0.343 -0.367
```
Forces are in eV/Å.

# 9
Entry from the OMol25 dataset: 2 unconnected molecules or ions with the total composition C4H12Si2 (the ωB97M-V functional and the def2-TZVPD basis).

## Properties
* E_LUMO: 0.0210 Eh
* net charge: 0
* E_HOMO: -7.8004 eV
* gap between HOMO and LUMO: 8.372 eV
* relative energy (zero: lowest compared OMol25 entry of this formula, charge and spin): 2.294 eV

XYZ file:
```
18
Properties=species:S:1:pos:R:3:forces:R:3:lowdin_charge:R:1
C -2.715 0.732 1.209 -4.413 -0.425 -1.698 -0.087
C -2.870 0.157 -0.016 2.329 -0.014 2.732 -0.424
C 1.865 1.272 0.765 -3.162 -1.526 0.827 -0.253
C 2.373 -1.431 -0.954 0.415 0.338 3.118 -0.270
Si -1.497 -0.264 -1.196 2.038 0.480 1.625 0.584
Si 1.283 -0.534 0.250 -1.906 2.447 -1.876 0.651
H -3.690 1.035 1.737 1.560 -0.567 -0.518 0.070
H -1.858 1.028 1.706 1.914 0.400 0.489 0.001
H -3.811 -0.190 -0.298 -1.838 -0.054 -0.385 0.008
H 0.959 1.871 0.450 1.154 -0.258 0.620 0.021
H 2.044 1.340 1.860 -0.246 0.022 -0.735 0.025
H 2.696 1.588 0.242 1.774 0.700 -1.162 -0.029
H 2.568 -0.984 -1.862 0.332 0.997 -1.833 0.003
H 3.277 -1.590 -0.370 0.674 0.243 -0.180 0.027
H 2.020 -2.400 -1.033 -1.039 -1.999 -0.686 -0.008
H -1.820 -1.430 -2.034 -0.096 -0.065 -0.212 -0.125
H -1.658 1.031 -1.863 0.529 0.110 -0.967 -0.106
H 0.833 -1.230 1.406 -0.018 -0.829 0.840 -0.087
```
Forces are in eV/Å.

# 10
Entry from the OMol25 dataset: a single C4H12Si2 molecule (the ωB97M-V functional and the def2-TZVPD basis).

## Properties
* E_LUMO (alpha / beta): 0.0317 / -0.0345 Eh
* net charge: 0
* 2S+1: 3
* E_HOMO (alpha / beta): -5.2623 / -10.3866 eV
* gap between HOMO and LUMO (alpha / beta): 6.124 / 9.448 eV
* relative energy (zero: lowest compared OMol25 entry of this formula, charge and spin): 0.000 eV

XYZ file:
```
18
Properties=species:S:1:pos:R:3:forces:R:3:lowdin_spin:R:1
C 1.968 -0.145 -1.394 0.138 -0.422 -2.322 0.789
C 0.724 0.158 1.310 0.772 -1.535 -2.604 0.144
C -1.761 -1.617 -0.389 -0.129 1.443 1.498 0.109
C -1.724 1.446 -0.107 -1.008 -2.073 2.449 0.096
Si 2.407 0.302 0.296 0.391 1.394 1.772 0.152
Si -0.714 -0.102 0.136 0.116 0.100 -1.136 0.526
H 1.556 0.506 -2.214 0.501 -0.289 1.282 0.043
H 1.935 -1.177 -1.783 0.158 0.391 0.540 0.044
H 1.073 -0.780 1.686 -0.370 -1.013 0.819 0.002
H 0.412 0.755 2.095 0.019 1.529 1.585 0.016
H -1.186 -2.478 -0.505 1.234 -1.418 -0.402 0.003
H -2.587 -1.928 0.254 -0.246 0.383 -0.084 0.022
H -2.077 -1.271 -1.354 -0.571 -0.098 -0.527 0.010
H -2.578 1.086 0.499 -0.202 0.146 0.330 0.024
H -1.487 2.318 0.423 0.889 1.368 0.398 0.000
H -2.282 1.632 -0.954 -0.342 0.518 -2.504 0.006
H 3.446 -0.559 1.033 -0.777 0.062 -0.712 0.004
H 3.094 1.658 0.451 -0.572 -0.486 -0.383 0.010
```
Forces are in eV/Å.

Ordered calculated total energy results: -15177.42900 -15176.07428 -15176.30436 -15167.17797 -15167.44684 -26012.26117 -26012.48367 -33888.60487 -20094.53569 -20093.23100; unit eV.